Entry 1:
The following is a DFT calculation (ωB97M-V/def2-TZVPD) of the ion C11H20N5O4 with charge +1.

The geometry in XYZ format:
```
40
Properties=species:S:1:pos:R:3:lowdin_charge:R:1
O -2.5595 -2.8019 -1.5239 -0.170
O 6.3645 0.2206 -0.4241 -0.015
O 5.9086 -1.3675 1.3732 -0.004
O -2.1850 -3.4105 -0.4302 -0.043
N -2.0208 2.8300 -0.9544 0.048
N -4.3827 2.2968 -1.2092 0.017
N -3.4676 2.1673 1.0433 0.034
N -0.6237 -1.3464 -0.9858 -0.100
N 0.6076 -1.8852 -0.7776 0.146
C 0.9911 -0.0169 1.2841 -0.039
C 3.9726 -0.9500 -0.3760 -0.092
C 1.4442 -1.2966 0.3050 -0.062
C 5.4543 -0.7321 0.2901 -0.267
C 1.9575 0.5899 2.4675 -0.079
C 2.9711 -1.9303 0.5325 -0.119
C -2.8556 0.3180 -0.7719 -0.059
C -0.5352 0.5693 0.9270 0.106
C -1.3382 -0.1948 -0.3260 0.018
C -3.1165 1.9258 -0.4079 -0.600
C -1.4453 -2.0360 -2.1022 -0.084
H -1.7680 -1.2556 -2.9320 0.166
H 3.0428 0.8808 2.0693 0.106
H 2.1591 -0.2437 3.2979 0.116
H 3.2819 -1.9907 1.6587 0.123
H -4.6421 3.2961 -1.0483 0.085
H -5.1745 1.6532 -0.9067 0.098
H 1.4809 1.5020 3.0580 0.105
H -3.0276 0.2536 -1.9516 0.138
H 6.6590 0.8942 0.2561 0.126
H -2.4660 3.7637 -1.2018 0.101
H 3.3989 0.0904 -0.4534 0.129
H -2.4446 -2.8581 0.3743 0.144
H 3.0454 -2.9968 0.0102 0.139
H -3.2352 1.2804 1.5780 0.075
H -2.8039 2.9401 1.3529 0.088
H -0.7498 -2.8300 -2.6583 0.171
H -0.9796 1.4521 1.5519 0.096
H -1.2788 3.0312 -0.2452 0.063
H 4.0798 -1.4476 -1.4324 0.143
H -3.7188 -0.3646 -0.3111 0.150
```

As for the HOMO-LUMO gap: 7.1273 eV. As for the spin multiplicity: 1. Its SMILES is Cc1cc(CC(N)(N)N)[n+](COO)nc1CCC(=O)O. As for the charge: +1.

Entry 2:
The following is a DFT calculation (ωB97M-V/def2-TZVPD) of an isolated molecule of C8H9N2P.

The geometry in XYZ format:
```
20
Properties=species:S:1:pos:R:3:lowdin_charge:R:1
P -2.5376 0.2058 -0.8186 0.838
N 2.7462 -0.6252 -0.1100 0.063
N 2.1116 1.7000 0.1234 0.112
C 0.9743 2.4420 0.1858 -0.169
C 2.1240 -1.8305 -0.2982 -0.124
C -0.7768 0.7548 -0.3948 -0.318
C 0.6174 -0.2356 -0.2927 -0.107
C -0.3425 2.0091 -0.0838 -0.197
C -2.7107 -1.1153 0.5123 -0.384
C 0.7962 -1.6174 -0.3852 -0.089
C 1.8464 0.3731 -0.0739 -0.355
H -3.6315 -1.0876 1.1847 0.041
H 3.7265 -0.3951 0.2768 0.204
H -3.2735 1.1824 -0.1589 -0.090
H -1.1764 2.8276 0.1932 0.133
H 0.0661 -2.3738 -0.6821 0.106
H 1.1226 3.6131 0.2524 0.133
H -2.5737 -2.1785 -0.0280 0.058
H 2.6690 -2.7440 -0.5368 0.119
H -1.7777 -0.9050 1.1346 0.027
```

As for the HOMO-LUMO gap: 8.3700 eV. As for the spin multiplicity: 1. Its SMILES is CPc1ccnc2[nH]ccc12.

Entry 3:
The following is a DFT calculation (ωB97M-V/def2-TZVPD) of a structure of composition C22H27Cl3CoO5PS3.

The geometry in XYZ format:
```
62
Properties=species:S:1:pos:R:3:lowdin_charge:R:1
Co 1.3890 0.3397 0.0215 -0.150
Cl -0.1102 -0.4962 4.6055 0.674
Cl 4.9372 0.0104 6.3810 0.580
Cl -2.9583 5.9867 -0.7372 0.565
S 1.6219 0.7908 -2.0831 -0.007
S 1.2560 -2.7453 0.9392 0.962
S -1.0215 0.1752 -0.2112 0.346
P -1.3067 1.1267 -2.0164 0.507
O -1.5296 -0.2361 -2.9793 -0.462
O -2.9688 1.5199 -1.9038 -0.449
O 1.1282 -0.2172 1.9677 -0.191
O 1.5231 -1.9082 -0.2649 -0.548
O 3.2816 0.1925 0.2943 -0.081
C 3.7981 0.0059 5.0484 -0.689
C 2.4446 -0.1598 5.3281 -0.143
C 3.3749 0.0988 2.6807 -0.116
C 1.5710 -0.2205 4.2607 -0.568
C -1.2085 -0.1308 -4.3422 -0.390
C 4.2664 0.1358 3.7688 -0.080
C -0.5370 -4.5969 -0.0638 -0.239
C 1.5642 2.2580 0.5889 -0.193
C -5.2172 1.2800 -1.1243 -0.102
C 3.8814 0.2826 1.3636 -0.167
C -1.6453 4.8939 -0.3631 -0.698
C 0.8356 -4.8019 -0.7012 -0.263
C -1.4512 -1.4852 -4.9890 -0.100
C -0.6162 3.3545 1.1358 -0.075
C -3.9488 0.5656 -1.5677 -0.403
C -0.4967 -3.2808 0.7151 -0.297
C 1.9668 -0.1128 2.9067 -0.414
C -0.6189 4.7232 -1.2724 -0.136
C 0.4216 3.8637 -0.9595 -0.096
C -1.6644 4.2064 0.8380 -0.135
C 0.4522 3.1630 0.2513 -0.330
C 1.8320 -4.4177 0.3704 -0.317
H 1.2171 3.6915 -1.6720 0.076
H -1.8408 0.6287 -4.8283 0.101
H 1.7957 -5.0807 1.2398 0.081
H 4.9443 0.5571 1.2834 0.133
H -5.5776 1.9337 -1.9203 0.062
H 1.6686 2.1734 1.6777 0.061
H -0.9386 -2.4377 0.1798 0.023
H -0.9534 -3.3542 1.7022 0.083
H -0.7611 -2.2165 -4.5687 0.067
H -3.5764 -0.0778 -0.7621 0.054
H 0.9597 -4.1195 -1.5443 0.114
H 2.0722 -0.2475 6.3374 0.095
H 2.5020 2.6160 0.1606 0.055
H -0.7511 -5.4281 0.6161 0.098
H -1.3165 -4.5782 -0.8273 0.108
H -4.1614 -0.0677 -2.4408 0.099
H -1.3017 -1.4264 -6.0702 0.057
H -5.0052 1.8892 -0.2453 0.067
H -2.4886 4.3370 1.5274 0.089
H 5.3251 0.2403 3.5666 0.106
H -5.9918 0.5497 -0.8728 0.056
H 2.8587 -4.3106 0.0249 0.085
H 0.9644 -5.8286 -1.0573 0.103
H -2.4732 -1.8139 -4.7910 0.061
H -0.6343 5.2415 -2.2218 0.093
H -0.1589 0.1704 -4.4437 0.074
H -0.6234 2.7948 2.0635 0.107
```

As for the HOMO-LUMO gap: 3.4394 eV. As for the spin multiplicity: 1. As for the charge: -2.

Entry 4:
The following is a DFT calculation (ωB97M-V/def2-TZVPD) of the ion C6H13ClN3O3S with charge +1.

The geometry in XYZ format:
```
27
Properties=species:S:1:pos:R:3:lowdin_charge:R:1
Cl -1.8842 0.6744 2.2429 0.576
S 0.8216 -1.5608 0.4491 0.712
O 1.8713 1.8497 -0.8894 0.076
O -0.1557 -2.4509 0.9014 -0.228
O 2.2413 -1.9086 0.5861 -0.243
N 1.0507 1.0775 1.0741 -0.126
N 1.3540 0.9826 -0.1843 -0.055
N 0.5925 -0.1567 1.4876 -0.214
C 1.3269 2.1604 1.9330 0.055
C 0.5282 -0.8498 -1.1586 -0.038
C -0.3091 -0.2702 2.6101 -0.405
C -1.9226 -0.6210 -0.7539 -0.047
C -0.7323 -0.0066 -3.0896 0.021
C -0.7663 -0.8387 -1.7638 -0.397
H -1.4039 0.7748 -2.8537 0.084
H -2.6934 -1.0658 -1.3457 0.097
H -1.0908 -0.7004 -3.7907 0.082
H -0.5686 -1.2553 2.6154 0.040
H 0.5001 2.7150 2.2170 0.089
H 0.2490 0.3493 -3.2311 0.073
H 1.9728 2.8496 1.3399 0.135
H -1.8446 -1.1323 0.1756 0.033
H 1.5046 -0.8895 -1.7890 0.175
H -1.9943 0.4338 -0.7407 0.069
H 0.1673 0.2160 3.4275 0.085
H 1.9315 1.6555 2.5854 0.096
H -0.7458 -2.0319 -2.0547 0.254
```

As for the HOMO-LUMO gap (spin up / spin down): 7.4976 / 7.4982 eV. As for the spin multiplicity: 1. As for the charge: +1.

Entry 5:
The following is a DFT calculation (ωB97M-V/def2-TZVPD) of a structure of composition C16H18F9N10O7RhS.

The geometry in XYZ format:
```
62
Properties=species:S:1:pos:R:3:mulliken_spin:R:1
Rh 1.0867 -0.8511 0.8386 2.521
S 1.4193 1.3352 -1.2201 0.011
F -2.2264 2.0870 1.6391 0.000
F -3.9422 0.5362 3.3532 0.002
F 0.0695 0.1340 4.4251 -0.001
F -3.3958 -1.5423 3.0997 0.000
F -1.9582 0.0526 5.1799 0.001
F -1.8646 2.2780 3.7623 0.000
F -3.5746 -0.2589 1.3831 0.000
F -1.0511 -1.6968 4.3017 0.000
F -0.2204 1.9404 2.4231 -0.003
O 2.3887 2.3666 -1.4247 0.008
O 0.5766 1.3736 -0.0286 0.055
O 3.2608 1.6011 1.3336 0.000
O 4.3183 1.2993 3.1801 0.001
O -0.9533 -0.5746 1.7975 0.067
O 3.2477 -1.8459 0.5168 0.143
O 5.2459 -1.0990 -0.2716 0.235
N 2.0098 -0.1748 -1.1500 0.439
N -0.1321 -2.3673 -0.4326 0.031
N -3.8108 -0.5400 -2.4534 0.000
N 3.4596 1.0014 2.3575 -0.004
N 4.3306 -1.1832 3.8186 0.006
N -2.1796 -1.9587 -1.7427 0.004
N 1.1762 -2.2874 2.5814 0.113
N 2.3371 -2.1984 3.3643 0.001
N -2.2234 0.2569 -0.9702 -0.002
N 2.6088 -0.0711 2.5899 0.042
C -1.6358 0.0544 2.7645 0.018
C -1.0953 -2.1469 -1.0391 0.041
C 3.2738 -0.4842 -1.5562 0.154
C -2.5794 1.3801 -5.7494 0.000
C 0.3162 1.3038 -2.5947 0.009
C -1.5674 1.3562 -4.6385 0.001
C -1.4782 1.6147 2.6639 -0.008
C -0.8778 0.1881 -4.3367 -0.004
C -3.1580 -0.2999 2.6532 0.006
C 0.0656 0.1523 -3.3197 -0.003
C 4.0567 -1.2562 -0.2035 0.066
C -1.1583 -0.3514 4.1946 -0.002
C -2.7182 -0.7560 -1.6804 0.001
C -1.2874 2.5055 -3.8991 0.002
C 3.1290 -1.0984 3.2418 0.000
C -0.3504 2.4889 -2.8820 -0.001
H -2.0884 1.4838 -6.7190 0.000
H 4.7116 -2.0814 4.0537 0.001
H -4.2496 -1.3637 -2.8272 0.000
H -0.1434 3.3838 -2.3095 0.000
H -1.0903 -0.7180 -4.8916 0.000
H 3.3369 -1.3962 -2.1625 0.053
H 0.3671 -2.0030 3.1294 -0.007
H 0.5700 -0.7720 -3.0718 0.004
H -3.1579 0.4562 -5.7710 0.000
H 2.7493 -3.0585 3.6826 0.001
H 1.0231 -3.2381 2.2610 -0.008
H -4.3976 0.2551 -2.2744 0.000
H -1.5361 0.0722 -0.2397 0.004
H -3.2711 2.2147 -5.6381 0.000
H -1.8138 3.4256 -4.1236 0.000
H 3.8888 0.3269 -1.9392 0.003
H 4.9112 -0.3580 3.8260 -0.001
H -2.7478 1.1070 -0.8555 0.001
```

As for the HOMO-LUMO gap (spin up / spin down): 8.8896 / 7.0530 eV. As for the spin multiplicity: 5. The expectation value of S² is 6.011.

Entry 6:
The following is a DFT calculation (ωB97M-V/def2-TZVPD) of a cluster of 2 separate species, C5H10O2 in total.

The geometry in XYZ format:
```
17
Properties=species:S:1:pos:R:3:lowdin_charge:R:1
O -0.8233 -0.2634 0.8038 -0.145
O 1.9604 0.8539 -1.0207 0.033
C -0.3064 -2.1639 -0.0335 -0.111
C 1.0403 1.6354 -1.0624 -0.349
C -0.9765 -0.8633 -0.4936 -0.192
C -0.2661 -1.4771 1.3399 -0.178
C 0.5430 2.4410 0.1025 -0.059
H 0.4918 1.8000 -2.0174 0.118
H 0.7276 -1.3139 1.7730 0.115
H 0.7688 3.5017 -0.0690 0.083
H 0.6752 -2.3471 -0.4775 0.107
H -0.5432 2.3368 0.1899 0.078
H 1.0172 2.0982 1.0237 0.084
H -0.9223 -1.9179 2.1005 0.111
H -0.4358 -0.3115 -1.2700 0.087
H -2.0313 -0.9433 -0.7862 0.116
H -0.9194 -3.0657 -0.1029 0.102
```

As for the HOMO-LUMO gap: 10.7566 eV. As for the spin multiplicity: 1. Its SMILES is C1COC1.CC=O.